Entry 1:
The molecule C4H4N4 at a distorted geometry. Source: the OMol25 dataset; level of theory: ωB97M-V/def2-TZVPD.

```
12
Properties=species:S:1:pos:R:3
H 3.12 -0.64 0.73
N 2.45 0.09 0.32
C 1.24 -0.12 0.06
C 0.63 1.15 -0.25
C -0.74 1.40 -0.28
N -1.80 0.71 0.45
N -1.78 -0.56 0.30
C -0.81 -1.39 -0.29
N 0.53 -1.32 -0.26
H 1.42 1.93 -0.65
H -1.09 2.34 -0.67
H -1.26 -2.39 -0.55
```

Values from the calculation:
ΔE to the lowest compared entry with this formula, charge and spin (kJ/mol): 405.87
Net charge: 0
HOMO energy (eV): -9.608

Entry 2:
A cluster of 3 separate species, C4H15NO2 in total at a distorted geometry. Source: the OMol25 dataset; level of theory: ωB97M-V/def2-TZVPD.

```
22
Properties=species:S:1:pos:R:3
C -0.16 2.09 0.03
C -1.10 1.17 -0.77
C -1.31 -0.20 -0.15
N -0.06 -0.94 -0.03
C -0.25 -2.36 0.34
H -0.49 2.05 1.06
H -0.20 3.10 -0.37
H 0.86 1.72 -0.04
H -0.69 1.09 -1.78
H -2.08 1.65 -0.84
H -1.97 -0.80 -0.78
H -1.79 -0.08 0.83
H 0.52 -0.54 0.69
H -1.31 -2.62 0.32
H 0.16 -2.52 1.33
H 0.24 -3.04 -0.35
O 1.64 -0.45 -2.49
H 2.54 -0.76 -2.66
H 1.17 -1.13 -1.99
O 0.67 0.86 2.74
H 1.53 0.42 2.65
H 0.24 0.44 3.49
```

Values from the calculation:
ΔE to the lowest compared entry with this formula, charge and spin (kJ/mol): 107.77
Net charge: 0
HOMO energy (eV): -8.729

Entry 3:
A cluster of 2 separate species, C4H4ClN in total at a distorted geometry. Source: the OMol25 dataset; level of theory: ωB97M-V/def2-TZVPD.

```
10
Properties=species:S:1:pos:R:3
C -0.40 0.82 -0.74
C -0.04 0.07 0.15
C -2.95 1.11 0.15
C 0.92 -0.86 0.66
N -2.98 2.18 0.57
Cl -3.81 -0.18 -0.34
H -1.04 1.54 -1.02
H 1.50 -1.33 -0.07
H 0.50 -1.65 1.32
H 1.65 -0.35 1.40
```

Values from the calculation:
ΔE to the lowest compared entry with this formula, charge and spin (kJ/mol): 279.05
Net charge: 0
2S+1: 3
HOMO energy (alpha / beta) (eV): -6.615 / -10.214
<S²>: 2.01

Entry 4:
A structure of composition C35H39ClN6O7Tl. Source: the OMol25 dataset; level of theory: ωB97M-V/def2-TZVPD.

```
89
Properties=species:S:1:pos:R:3
Tl 2.31 0.23 2.99
O 1.89 4.54 0.82
C 2.05 3.57 1.71
O 2.93 2.75 1.67
C 1.02 3.62 2.81
C 0.17 4.71 2.96
C -0.73 4.69 4.02
C -0.76 3.58 4.85
C 0.11 2.53 4.59
N 0.99 2.56 3.60
C 0.19 1.29 5.46
O -0.92 0.94 6.11
O 1.20 0.66 5.57
H 2.49 4.38 0.07
H 0.22 5.55 2.29
H -1.40 5.52 4.19
H -1.44 3.55 5.70
H -1.69 1.44 5.82
C 3.27 -4.11 0.56
C 3.77 -2.72 0.46
O 3.01 -1.87 -0.26
C 4.86 -2.08 0.95
C 4.75 -0.74 0.50
C 5.63 0.44 0.69
N 3.64 -0.64 -0.19
N 3.20 0.38 -0.96
C 2.05 0.89 -0.50
O 1.36 0.45 0.45
C 1.59 2.10 -1.25
C 0.28 2.54 -1.10
C -0.16 3.69 -1.74
C 0.72 4.43 -2.51
C 2.04 4.00 -2.66
C 2.47 2.84 -2.04
H 2.26 -4.12 0.96
H 3.92 -4.68 1.21
H 3.25 -4.58 -0.42
H 5.64 -2.49 1.56
H 6.51 0.16 1.27
H 5.09 1.23 1.21
H 5.93 0.83 -0.28
H -0.40 1.96 -0.48
H -1.19 4.01 -1.63
H 0.39 5.33 -3.01
H 2.72 4.57 -3.27
H 3.48 2.49 -2.17
C -0.46 -3.18 0.24
C -1.85 -3.14 -0.40
C -2.81 -3.98 0.45
C -1.74 -3.85 -1.77
C -2.41 -1.69 -0.56
O -3.61 -1.73 -1.34
C -1.42 -0.64 -1.11
C -0.88 -0.73 -2.55
C -1.92 -0.60 -3.63
C -2.65 0.58 -3.78
C -3.62 0.71 -4.76
C -3.87 -0.35 -5.61
Cl -5.08 -0.20 -6.84
C -3.15 -1.53 -5.50
C -2.18 -1.65 -4.51
C -2.99 -1.12 0.76
N -2.06 -0.97 1.87
C -1.03 -0.13 1.99
N -0.37 -0.36 3.11
C -1.08 -1.39 3.67
N -2.11 -1.78 2.95
H -0.12 -4.22 0.27
H -0.46 -2.81 1.27
H 0.28 -2.60 -0.33
H -2.50 -5.02 0.44
H -3.83 -3.93 0.05
H -2.82 -3.66 1.50
H -1.60 -4.91 -1.60
H -0.90 -3.50 -2.35
H -2.66 -3.73 -2.35
H -3.42 -1.50 -2.26
H -0.55 -0.60 -0.45
H -1.92 0.33 -1.02
H -0.31 -1.64 -2.70
H -0.16 0.09 -2.65
H -2.46 1.42 -3.11
H -4.18 1.63 -4.87
H -3.35 -2.35 -6.17
H -1.63 -2.57 -4.42
H -3.79 -1.76 1.11
H -3.42 -0.14 0.53
H -0.76 0.61 1.26
H -0.84 -1.84 4.61
```

Values from the calculation:
ΔE to the lowest compared entry with this formula, charge and spin (kJ/mol): 0.00
Net charge: +1
HOMO energy (eV): -10.753

Entry 5:
A cluster of 6 separate species, C36H72F5NO7P in total at a distorted geometry. Source: the OMol25 dataset; level of theory: ωB97M-V/def2-TZVPD.

```
122
Properties=species:S:1:pos:R:3
C 4.21 3.32 -4.36
O 3.03 2.57 -3.96
C 1.82 3.34 -4.12
C 0.56 2.45 -3.60
C 0.97 1.44 -2.44
C -0.25 0.45 -2.00
C -1.58 1.22 -1.57
C -1.70 1.42 0.03
C -1.82 0.01 0.80
C -1.76 0.16 2.39
C -0.29 0.49 2.96
C 0.42 -0.80 3.57
N 1.50 -1.37 2.67
C 2.88 -0.89 3.10
C 3.94 -1.00 1.87
C 5.40 -0.53 2.29
C 5.88 0.84 1.62
F 6.74 0.50 0.54
F 4.83 1.64 1.13
C 6.71 1.78 2.63
F 5.96 1.91 3.81
F 7.96 1.18 2.87
F 6.87 3.08 2.10
P 1.52 -3.17 2.79
O 0.14 -3.80 2.62
H 4.90 3.33 -3.44
H 4.00 4.37 -4.74
H 4.76 2.66 -5.13
H 1.61 3.50 -5.24
H 1.84 4.37 -3.65
H -0.26 3.18 -3.30
H 0.20 1.87 -4.51
H 1.82 0.72 -2.75
H 1.31 2.04 -1.53
H -0.47 -0.19 -2.92
H 0.19 -0.22 -1.20
H -2.46 0.55 -1.85
H -1.74 2.20 -2.12
H -2.69 1.98 0.21
H -0.87 2.07 0.46
H -1.00 -0.71 0.47
H -2.83 -0.42 0.50
H -2.23 -0.77 2.87
H -2.41 1.07 2.66
H -0.44 1.23 3.83
H 0.30 1.03 2.15
H -0.38 -1.57 3.85
H 0.92 -0.50 4.56
H 1.35 -1.12 1.67
H 2.89 0.17 3.50
H 3.25 -1.59 3.93
H 3.49 -0.43 0.99
H 3.98 -2.11 1.56
H 5.53 -0.52 3.43
H 6.12 -1.34 1.91
H 2.42 -3.72 1.82
H 2.04 -3.52 4.09
C -4.41 4.71 4.15
C -3.88 5.71 3.14
C -2.61 5.04 2.66
O -2.82 3.63 2.75
C -4.02 3.39 3.51
H -5.48 4.80 4.34
H -3.88 4.83 5.10
H -4.59 5.80 2.31
H -3.71 6.71 3.55
H -1.76 5.30 3.31
H -2.36 5.31 1.63
H -4.79 3.05 2.81
H -3.85 2.60 4.24
C -4.80 -3.49 -2.69
C -4.98 -3.94 -1.26
C -4.22 -2.87 -0.50
O -4.32 -1.66 -1.26
C -4.85 -1.98 -2.56
H -5.56 -3.88 -3.37
H -3.82 -3.80 -3.06
H -6.04 -3.90 -0.99
H -4.61 -4.95 -1.07
H -3.16 -3.13 -0.41
H -4.62 -2.71 0.51
H -5.87 -1.61 -2.60
H -4.26 -1.47 -3.32
C -1.99 -6.07 -6.39
C -3.25 -6.17 -7.21
C -4.33 -6.16 -6.14
O -3.82 -5.37 -5.06
C -2.42 -5.14 -5.27
H -1.13 -5.69 -6.95
H -1.72 -7.05 -5.99
H -3.36 -5.29 -7.86
H -3.30 -7.06 -7.84
H -4.52 -7.17 -5.76
H -5.27 -5.73 -6.49
H -2.29 -4.09 -5.55
H -1.87 -5.32 -4.34
C -5.29 -2.66 5.24
C -5.97 -1.31 5.18
C -4.79 -0.36 5.07
O -3.75 -1.07 4.38
C -4.11 -2.45 4.30
H -5.93 -3.49 4.94
H -4.93 -2.85 6.25
H -6.59 -1.24 4.27
H -6.61 -1.10 6.04
H -4.41 -0.09 6.06
H -5.04 0.56 4.53
H -4.39 -2.67 3.26
H -3.25 -3.07 4.57
C 8.45 4.29 -1.79
C 8.77 3.21 -0.78
C 8.78 1.97 -1.65
O 9.21 2.37 -2.95
C 9.19 3.80 -3.02
H 8.76 5.29 -1.48
H 7.37 4.31 -1.98
H 9.77 3.38 -0.36
H 8.06 3.15 0.04
H 7.78 1.54 -1.74
H 9.46 1.19 -1.26
H 10.23 4.15 -3.02
H 8.72 4.12 -3.95
```

Values from the calculation:
ΔE to the lowest compared entry with this formula, charge and spin (kJ/mol): 319.60
Net charge: +1
HOMO energy (eV): -10.785

Entry 6:
The molecule C23H25FN2O5 at a distorted geometry. Source: the OMol25 dataset; level of theory: ωB97M-V/def2-TZVPD.

```
56
Properties=species:S:1:pos:R:3
O -0.41 -4.34 0.25
C 0.01 -3.33 -0.27
C 1.49 -2.98 -0.19
O 1.66 -1.69 0.39
C 2.91 -1.31 0.70
O 3.87 -2.01 0.58
C 2.89 0.14 1.16
C 2.36 0.94 -0.01
C 3.00 0.77 -1.24
C 2.56 1.42 -2.38
C 1.45 2.25 -2.28
F 1.01 2.87 -3.39
C 0.80 2.45 -1.08
C 1.26 1.79 0.05
C 4.27 0.65 1.59
C 3.94 1.87 2.45
C 2.64 1.51 3.18
C 2.09 0.26 2.47
N -0.78 -2.50 -0.98
C -2.20 -2.76 -1.04
C -2.97 -1.60 -0.42
N -2.50 -0.34 -0.97
C -2.76 0.89 -0.45
O -2.23 1.90 -0.89
C -3.74 1.01 0.64
C -4.04 2.17 1.32
C -5.05 1.85 2.24
C -5.30 0.52 2.06
O -4.52 0.01 1.11
C -1.55 -0.44 -2.06
C -0.34 -1.27 -1.62
H 1.99 -3.73 0.43
H 1.94 -2.99 -1.19
H 3.85 0.11 -1.31
H 3.05 1.29 -3.33
H -0.07 3.08 -1.03
H 0.74 1.95 0.98
H 4.77 -0.12 2.18
H 4.91 0.90 0.74
H 3.79 2.73 1.81
H 4.75 2.10 3.14
H 2.82 1.29 4.23
H 1.93 2.33 3.13
H 2.29 -0.63 3.07
H 1.01 0.30 2.30
H -2.39 -3.67 -0.48
H -2.50 -2.92 -2.08
H -4.05 -1.72 -0.62
H -2.82 -1.60 0.66
H -3.58 3.13 1.15
H -5.52 2.50 2.94
H -5.98 -0.15 2.54
H -1.23 0.57 -2.31
H -2.04 -0.89 -2.93
H 0.28 -1.50 -2.50
H 0.26 -0.68 -0.93
```

Values from the calculation:
ΔE to the lowest compared entry with this formula, charge and spin (kJ/mol): 0.00
Net charge: 0
HOMO energy (eV): -9.099

Entry 7:
A cluster of 9 separate species, C27H72N2O9 in total at a distorted geometry. Source: the OMol25 dataset; level of theory: ωB97M-V/def2-TZVPD.

```
110
Properties=species:S:1:pos:R:3
C 3.40 -28.91 -13.61
C 3.91 -27.58 -13.09
C 5.42 -27.43 -13.24
C 3.15 -26.52 -13.97
C 3.07 -25.16 -13.25
C 2.48 -25.26 -11.83
C 3.18 -26.27 -10.94
C 4.47 -25.57 -10.45
C 2.16 -26.57 -9.75
N 3.33 -27.57 -11.68
O 3.92 -28.53 -10.89
H 3.48 -28.97 -14.69
H 4.07 -29.65 -13.16
H 2.35 -28.96 -13.32
H 5.73 -26.42 -12.98
H 5.91 -28.02 -12.46
H 5.80 -27.65 -14.24
H 3.80 -26.29 -14.82
H 2.33 -27.01 -14.50
H 4.05 -24.68 -13.30
H 2.41 -24.51 -13.84
H 1.44 -25.56 -11.93
H 2.60 -24.26 -11.41
H 5.17 -26.35 -10.15
H 4.42 -24.86 -9.63
H 5.00 -24.99 -11.20
H 2.72 -26.91 -8.88
H 1.29 -27.11 -10.11
H 1.71 -25.68 -9.31
H 3.13 -29.07 -10.82
C 5.98 -22.57 -15.53
O 4.57 -22.32 -15.56
C 3.88 -22.95 -16.63
C 2.54 -22.12 -16.90
C 2.83 -20.60 -17.01
N 1.63 -22.25 -15.78
H 6.44 -21.97 -14.75
H 6.51 -22.38 -16.46
H 6.16 -23.63 -15.38
H 4.56 -23.04 -17.48
H 3.78 -23.98 -16.29
H 2.01 -22.37 -17.82
H 3.35 -20.17 -16.16
H 1.87 -20.10 -17.14
H 3.38 -20.25 -17.89
H 0.94 -21.51 -15.71
H 2.24 -21.99 -15.02
C 2.34 -19.27 -8.49
C 1.87 -17.97 -9.18
O 2.73 -16.86 -9.14
H 3.27 -19.77 -8.75
H 1.52 -19.97 -8.64
H 2.50 -19.04 -7.44
H 0.91 -17.72 -8.73
H 1.58 -18.11 -10.22
H 2.42 -16.05 -9.56
C 6.60 -18.17 -14.33
C 8.18 -18.31 -14.51
O 8.68 -18.17 -13.15
H 6.17 -17.31 -14.86
H 6.20 -18.06 -13.32
H 6.13 -19.05 -14.76
H 8.54 -17.41 -15.00
H 8.55 -19.27 -14.89
H 8.91 -19.01 -12.74
C 7.72 -21.23 -10.52
C 7.70 -21.31 -12.08
O 8.99 -21.48 -12.52
H 8.65 -21.39 -9.97
H 6.96 -21.92 -10.16
H 7.30 -20.26 -10.27
H 7.08 -20.60 -12.62
H 7.16 -22.23 -12.29
H 9.40 -22.14 -11.96
C -0.71 -20.82 -10.43
C 0.30 -20.59 -11.64
O -0.38 -19.73 -12.49
H -0.51 -21.80 -10.00
H -1.76 -20.85 -10.74
H -0.52 -20.03 -9.71
H 0.39 -21.55 -12.17
H 1.26 -20.20 -11.33
H -1.22 -20.13 -12.74
C -1.25 -17.11 -15.32
C -0.52 -18.16 -16.22
O 0.55 -18.69 -15.43
H -2.11 -16.89 -15.95
H -0.74 -16.20 -15.03
H -1.71 -17.59 -14.45
H -0.18 -17.72 -17.15
H -1.10 -19.06 -16.44
H 0.29 -18.85 -14.52
C 4.37 -19.72 -11.78
C 3.59 -20.06 -13.06
O 3.47 -21.45 -12.95
H 4.25 -20.38 -10.92
H 4.02 -18.80 -11.30
H 5.43 -19.54 -11.97
H 4.15 -19.64 -13.90
H 2.63 -19.58 -12.92
H 3.68 -21.84 -13.81
C 3.39 -15.77 -13.67
C 2.01 -15.80 -12.93
O 2.16 -15.09 -11.68
H 3.42 -16.22 -14.67
H 4.02 -16.51 -13.17
H 3.77 -14.75 -13.69
H 1.89 -16.85 -12.64
H 1.17 -15.43 -13.51
H 2.15 -14.13 -11.77
```

Values from the calculation:
ΔE to the lowest compared entry with this formula, charge and spin (kJ/mol): 230.03
Net charge: 0
HOMO energy (eV): -8.460

Entry 8:
A structure of composition C25H27N6O3SZr. Source: the OMol25 dataset; level of theory: ωB97M-V/def2-TZVPD.

```
63
Properties=species:S:1:pos:R:3
Zr 1.51 -0.67 0.56
N 2.64 -2.73 0.04
C 2.80 -3.50 1.32
C 2.74 -2.48 2.44
O 3.49 -2.30 3.34
O 1.64 -1.62 2.21
H 2.15 -3.31 -0.64
H 3.57 -2.57 -0.36
H 3.73 -4.06 1.36
H 1.96 -4.18 1.43
C -0.20 3.84 2.90
C -0.50 2.38 3.23
C -0.37 1.43 2.05
N 1.04 1.42 1.50
C 1.37 2.32 0.44
S 0.36 2.93 -0.64
N 2.77 2.57 0.41
C 3.68 1.58 0.27
O 3.20 0.38 0.15
C 5.08 1.84 0.23
C 5.60 3.09 0.65
C 6.95 3.31 0.60
C 7.80 2.31 0.13
C 7.30 1.08 -0.28
C 5.95 0.84 -0.23
H -0.35 4.46 3.78
H -0.86 4.21 2.12
H 0.83 3.99 2.58
H -1.52 2.28 3.60
H 0.14 2.03 4.05
H -1.03 1.70 1.23
H -0.60 0.41 2.37
H 1.68 1.57 2.28
H 3.05 3.51 0.17
H 4.95 3.86 1.05
H 7.36 4.26 0.93
H 8.87 2.49 0.09
H 7.98 0.31 -0.64
H 5.55 -0.11 -0.56
N -4.83 -1.18 -3.02
C -6.13 -1.56 -2.99
C -7.16 -1.45 -3.93
C -8.37 -1.96 -3.54
C -8.58 -2.57 -2.26
C -7.58 -2.68 -1.35
C -6.31 -2.16 -1.72
N -5.17 -2.14 -1.02
C -4.27 -1.55 -1.82
C -2.94 -1.36 -1.40
C -1.94 -0.70 -2.18
C -0.69 -0.54 -1.68
N -0.30 -1.02 -0.45
C -1.27 -1.68 0.29
C -2.54 -1.85 -0.12
H -4.37 -0.73 -3.80
H -7.03 -0.99 -4.90
H -9.21 -1.90 -4.22
H -9.57 -2.95 -2.03
H -7.73 -3.14 -0.38
H -2.16 -0.30 -3.16
H 0.07 -0.03 -2.27
H -0.96 -2.07 1.26
H -3.26 -2.36 0.49
```

Values from the calculation:
ΔE to the lowest compared entry with this formula, charge and spin (kJ/mol): 76.63
Net charge: +3
HOMO energy (eV): -15.286